{
  "formula": "C5H9NO2",
  "method": "wB97M-V/def2-TZVPD",
  "gap_ev": 9.96,
  "e_above_lowest_ev": 5.6085,
  "species": ["H", "C", "H", "C", "H", "C", "N", "H", "H", "H", "C", "C", "O", "H", "H", "H", "O"],
  "coordinates": [[-1.318, 1.275, 1.195], [1.115, 1.260, -0.296], [0.961, 2.254, 0.321], [1.254, -0.100, 0.423], [1.779, -0.276, 1.453], [-0.272, -0.475, 0.689], [-0.742, -1.500, -0.380], [-2.741, -0.752, 0.283], [-0.482, -1.119, 1.674], [1.769, 1.545, -1.087], [-1.919, -0.363, -0.456], [-1.089, 0.684, 0.360], [1.750, -1.007, -0.545], [2.610, -1.480, -0.147], [-0.095, -1.206, -1.372], [-2.239, -0.067, -1.527], [-0.340, 1.328, -0.589]]
}



{
  "formula": "C3H10F3N2O2Ti",
  "method": "wB97M-V/def2-TZVPD",
  "gap_ev": 9.24,
  "charge": 1,
  "species": ["H", "H", "N", "Ti", "H", "O", "C", "H", "H", "F", "H", "H", "H", "H", "O", "C", "F", "N", "C", "F", "H"],
  "coordinates": [[0.445, 0.309, -2.395], [0.536, 2.205, 0.254], [-2.098, 1.016, -0.646], [0.071, 0.365, -0.812], [2.062, 1.911, -0.825], [1.386, -0.803, 0.189], [1.528, -1.245, 2.634], [0.639, 2.836, -1.511], [-2.533, 0.891, -1.566], [2.255, -0.265, 3.242], [-2.695, 0.520, 0.026], [-0.177, -2.051, -1.967], [-1.112, -2.179, -0.617], [-2.226, 2.017, -0.437], [-0.259, -0.016, 1.398], [0.979, 2.114, -0.746], [0.589, -1.692, 3.498], [-0.865, -1.557, -1.393], [0.820, -0.670, 1.336], [2.359, -2.263, 2.308], [-1.705, -1.442, -1.971]]
}



{
  "formula": "C5H10N3",
  "method": "wB97M-V/def2-TZVPD",
  "gap_ev": 7.37,
  "e_above_lowest_ev": 4.0387,
  "charge": 1,
  "smiles": "[H]/N=C/C/N=C\\C=[NH+]/C",
  "species": ["H", "H", "H", "H", "H", "N", "C", "H", "C", "C", "N", "H", "H", "N", "C", "C", "H", "H"],
  "coordinates": [[3.831, 0.418, -0.305], [-4.049, -0.550, -0.207], [-2.975, 0.555, -1.279], [-0.612, 1.132, -1.315], [-2.657, -1.126, -1.324], [-2.172, -0.344, 0.509], [2.912, -0.167, -0.067], [-2.371, -0.937, 1.280], [-3.065, -0.326, -0.596], [1.903, 0.776, 0.617], [1.051, 1.121, -0.479], [2.452, 1.746, 0.839], [1.373, 0.192, 1.384], [2.698, -1.354, -0.146], [-0.973, 0.180, 0.670], [-0.169, 0.794, -0.404], [-0.457, -0.175, 1.496], [3.281, -1.934, -0.673]]
}



{
  "formula": "C3H2FNO",
  "method": "wB97M-V/def2-TZVPD",
  "gap_ev": [9.18, 9.18],
  "e_above_lowest_ev": 3.1925,
  "smiles": "O=CNC#CF",
  "species": ["C", "N", "H", "F", "H", "C", "O", "C"],
  "coordinates": [[-1.899, 0.367, 0.177], [0.644, 0.495, 0.044], [1.313, 1.250, 0.168], [-3.152, 0.357, -0.048], [2.142, -0.661, 0.106], [1.119, -0.807, -0.069], [0.515, -1.836, -0.202], [-0.681, 0.836, -0.176]]
}



{
  "formula": "C21H31F5NiP2S",
  "method": "wB97M-V/def2-TZVPD",
  "gap_ev": [6.04, 7.37],
  "e_above_lowest_ev": 0.0000,
  "multiplicity": 3,
  "species": ["H", "F", "H", "H", "H", "H", "H", "H", "C", "H", "H", "C", "F", "C", "F", "C", "C", "H", "H", "H", "H", "C", "F", "H", "S", "C", "C", "C", "H", "C", "H", "H", "Ni", "F", "H", "C", "H", "H", "H", "C", "P", "H", "C", "H", "H", "H", "C", "H", "P", "H", "C", "C", "H", "H", "C", "C", "H", "H", "C", "C", "C"],
  "coordinates": [[1.033, 3.717, -3.093], [-1.320, -0.641, 8.692], [-0.885, -1.740, 4.219], [0.866, -1.392, 4.236], [1.062, -2.230, 1.297], [-2.102, -2.584, -4.027], [-2.892, -0.888, 0.655], [2.133, 2.633, -4.003], [0.017, -1.662, 3.595], [0.205, -2.617, 3.093], [-1.858, 3.082, -3.225], [1.204, 1.320, 6.062], [2.011, 2.004, 5.224], [0.263, 0.783, -5.208], [-2.178, -0.059, 6.164], [1.558, 0.718, 0.193], [0.446, -1.516, 0.726], [-0.917, -3.703, -3.270], [-0.792, -3.305, -5.016], [-1.496, 2.806, -4.951], [-1.055, 0.632, -1.218], [-0.325, -0.618, -5.234], [2.808, 1.546, 7.797], [-1.299, -2.496, 1.427], [-0.529, 1.141, 3.970], [-1.963, -0.904, 0.063], [-1.058, -2.921, -4.025], [-0.510, 0.011, 7.837], [-2.547, 1.117, -0.424], [-1.595, 2.327, -3.971], [0.136, -1.204, -6.040], [1.342, 0.798, -5.438], [-0.198, -0.240, 2.344], [1.168, 0.157, 9.496], [2.379, -1.429, -4.264], [-0.049, 0.860, 5.587], [1.460, -2.629, -5.213], [-2.220, -1.455, -0.856], [1.842, 1.360, -0.654], [1.100, 2.987, -3.905], [0.033, -1.507, -3.614], [0.780, 3.445, -4.846], [1.600, 1.108, 7.375], [-2.376, 1.560, -4.018], [2.144, -1.250, -0.496], [-0.242, 1.417, -5.948], [0.507, 1.369, 1.035], [-1.491, 2.027, 1.380], [0.014, 1.566, -3.515], [1.936, -3.003, -3.537], [-1.597, 0.577, -0.261], [-0.871, 1.300, 0.832], [2.467, 0.631, 0.810], [0.667, -0.686, -1.253], [-0.924, -1.640, 0.846], [-0.913, 0.255, 6.533], [0.866, 2.180, 1.681], [-1.415, -0.623, -5.397], [1.614, -2.209, -4.214], [1.205, -0.715, -0.289], [0.750, 0.434, 8.252]]
}



{
  "formula": "C13H12O2",
  "method": "wB97M-V/def2-TZVPD",
  "gap_ev": 9.29,
  "e_above_lowest_ev": 0.2660,
  "smiles": "O=C1C=CC[C@H](/C=C/c2ccccc2)O1",
  "species": ["C", "H", "O", "H", "C", "C", "O", "H", "C", "H", "H", "C", "H", "C", "H", "C", "C", "C", "H", "H", "C", "C", "C", "H", "H", "H", "C"],
  "coordinates": [[3.895, -0.156, -1.269], [2.083, 1.033, 0.398], [1.771, 1.652, -1.537], [-4.725, -0.747, -0.521], [2.506, -0.601, -0.940], [-2.697, -0.337, 0.004], [3.058, 2.891, -2.825], [-1.437, -0.488, 3.134], [-0.360, 0.112, 0.792], [2.057, -1.085, -1.814], [-0.299, 0.175, -1.320], [0.231, 0.286, -0.387], [4.705, -0.854, -1.114], [-4.391, -0.983, 1.579], [-5.412, -1.262, 1.791], [-2.157, -0.547, 2.329], [-3.462, -0.907, 2.603], [-1.749, -0.260, 1.025], [5.077, 1.439, -2.019], [-2.416, -0.106, -1.011], [1.680, 0.630, -0.544], [-4.003, -0.694, 0.280], [4.102, 1.065, -1.750], [2.502, -1.319, -0.120], [-3.758, -1.127, 3.619], [0.232, 0.237, 1.692], [2.965, 1.955, -2.074]]
}



Total energy readings, ordered: -10910.9672; -41610.5298; -9807.7096; -9394.3158; -106318.6997; -17770.0255 eV